Run i
ORCA calculation (wB97M-V/def2-TZVPD) on a 2-piece molecular cluster, C5H12N2O2 overall.

Frontier orbital gap, hartree: 0.3010
Spin multiplicity: 1
Highest occupied orbital energy, Eh: -0.2812
Structure (SMILES): CC=C(N)N.CC(=O)O

Each line ends with the Löwdin charge.
Atoms and positions in Å:
O 0.91 -0.02 -1.71  -0.0388
O 2.01 1.75 -0.87  0.0947
N -1.27 1.42 -0.14  0.1024
N -0.19 0.62 1.89  0.0868
C 1.57 0.66 -0.58  -0.4945
C 2.34 -0.31 0.28  -0.0095
C -1.80 -1.43 -0.79  -0.0983
C -0.74 -0.93 0.12  -0.1383
C -0.59 0.38 0.55  -0.4865
H 0.04 1.59 2.08  0.0856
H -2.52 -2.01 -0.21  0.0773
H 1.84 -0.69 1.17  0.0589
H -1.19 1.53 -1.14  0.0852
H 0.04 0.37 -1.95  0.0701
H -0.84 0.26 2.58  0.0903
H 3.19 0.17 0.76  0.0863
H -1.57 2.19 0.44  0.0885
H -2.35 -0.64 -1.30  0.0641
H 2.73 -1.10 -0.37  0.0979
H -1.37 -2.11 -1.54  0.0736
H -0.27 -1.68 0.74  0.1042

Run ii
ORCA calculation (wB97M-V/def2-TZVPD) on an isolated molecule of C5H12N2O2.

Frontier orbital gap, hartree: 0.2937
Spin multiplicity: 1
Highest occupied orbital energy, Eh: -0.2648

Each line ends with the Löwdin charge.
Atoms and positions in Å:
O 0.50 -2.12 -0.64  0.0112
O 1.95 -0.27 1.41  0.0123
N 1.59 1.06 -0.48  -0.0485
N 1.30 -0.03 -1.39  0.0100
C -1.35 -0.81 1.01  -0.0859
C -1.51 1.21 -0.44  -0.0904
C 0.06 -0.82 -1.05  -0.3537
C 1.22 0.74 0.86  -0.1868
C -0.76 0.01 -0.09  -0.3189
H 2.07 -0.63 -1.57  0.0943
H -1.87 -0.22 1.70  0.0534
H -1.04 1.95 -1.26  0.1383
H -2.57 1.06 -0.69  0.0873
H 0.96 1.44 1.50  0.0815
H -0.58 -0.91 -1.91  0.1426
H 0.80 -1.90 0.21  0.0321
H 1.25 1.98 -0.67  0.0932
H -1.74 1.74 0.40  0.0354
H -0.67 -1.17 1.73  0.0546
H 2.45 -0.64 0.63  0.1222
H -2.06 -1.67 0.75  0.1157

Run iii
ORCA calculation (wB97M-V/def2-TZVPD) on a 2-piece molecular cluster, C5H12N2O2 overall.

Frontier orbital gap, hartree: 0.3251
Spin multiplicity: 1
Highest occupied orbital energy, Eh: -0.2958
Structure (SMILES): CC(=O)N(C)O.C=CN

Each line ends with the Löwdin charge.
Atoms and positions in Å:
O 0.77 -2.31 -0.31  -0.0025
O -1.73 -1.53 -0.25  0.0118
N 0.45 -0.98 -0.71  -0.1579
N -1.06 0.39 2.05  0.0477
C 0.34 0.45 2.01  -0.3188
C 1.44 -0.48 -1.65  -0.0285
C -0.92 -0.70 -0.69  -0.4931
C 1.05 1.57 1.90  -0.0468
C -1.36 0.53 -1.43  -0.0023
H -1.54 1.23 1.76  0.0925
H 1.36 -1.05 -2.58  0.0945
H 2.13 1.54 1.96  0.0362
H -2.43 0.69 -1.26  0.0906
H 0.59 2.53 1.70  0.0392
H -1.19 0.41 -2.50  0.0912
H -0.12 -2.65 -0.04  0.0953
H -1.47 -0.54 1.89  0.0812
H -0.83 1.41 -1.06  0.0808
H 1.26 0.58 -1.85  0.0867
H 2.44 -0.62 -1.22  0.0946
H 0.82 -0.49 2.27  0.1077

Order of stability, best first: run iii, run i, run ii

Run i
ORCA calculation (wB97M-V/def2-TZVPD) on a 2-piece molecular cluster, C5H12N2O2 overall.

Frontier orbital gap, hartree: 0.3329
Spin multiplicity: 1
Highest occupied orbital energy, Eh: -0.3152
Structure (SMILES): C=C(C)NC.NC(=O)O

Each line ends with the Löwdin charge.
Atoms and positions in Å:
O 0.13 3.63 1.55  0.0694
O -0.12 1.44 2.08  0.1054
N -1.18 2.26 0.31  0.1569
N -0.43 -0.40 -0.82  -0.1029
C 1.90 0.10 -0.79  0.0328
C -0.35 2.53 1.34  -0.6811
C -1.49 -1.40 -0.84  -0.0969
C 0.88 -0.69 -0.42  -0.4407
C 1.14 -1.90 0.44  -0.0490
H -1.24 -2.22 -1.52  0.0821
H 2.92 -0.12 -0.48  0.0570
H -2.41 -0.94 -1.18  0.0846
H -1.22 1.32 -0.07  0.0546
H -0.58 0.68 1.68  0.0997
H -1.67 -1.80 0.17  0.0827
H 0.57 -1.84 1.37  0.0793
H -1.28 3.02 -0.35  0.1139
H -0.41 0.15 -1.68  0.1330
H 1.76 0.99 -1.39  0.0561
H 0.86 -2.82 -0.09  0.0795
H 2.20 -2.00 0.70  0.0835

Run ii
ORCA calculation (wB97M-V/def2-TZVPD) on C5H12N2O2 as an isolated structure.

Frontier orbital gap, hartree: 0.3158
Spin multiplicity: 1
Highest occupied orbital energy, Eh: -0.2912

Each line ends with the Löwdin charge.
Atoms and positions in Å:
O 1.39 2.41 0.02  -0.0043
O -1.69 0.37 1.47  -0.0870
N 1.49 -0.24 -0.11  0.0758
N -0.38 1.81 -1.22  0.1242
C -0.33 -1.23 -1.43  -0.0501
C -0.50 1.10 1.33  -0.1614
C 0.14 -2.00 0.90  0.0279
C 0.34 -1.10 -0.09  -0.4323
C 0.52 1.60 -0.21  -0.5418
H -1.44 -0.57 1.53  0.0460
H -0.81 2.13 1.54  0.0961
H 2.11 -0.37 -0.91  0.1324
H -1.27 1.35 -1.17  0.0812
H 0.71 -2.00 1.82  0.0707
H 0.32 0.88 2.02  0.0884
H -1.36 -0.87 -1.42  0.0781
H -0.72 -2.65 0.84  0.0718
H -0.33 -2.28 -1.75  0.0842
H 2.00 -0.30 0.76  0.1168
H 0.22 -0.71 -2.22  0.0797
H -0.40 2.68 -1.71  0.1038

Order of stability, best first: run i, run ii

Run i
ORCA calculation (wB97M-V/def2-TZVPD) on a 2-piece molecular cluster, C5H12N2O2 overall.

Frontier orbital gap, hartree: 0.3586
Spin multiplicity: 1
Highest occupied orbital energy, Eh: -0.3265
Structure (SMILES): CC(=O)N(C)O.[H]/N=C/C

Each line ends with the Löwdin charge.
Atoms and positions in Å:
O 1.22 0.95 1.33  0.0245
O 2.00 -1.44 0.81  0.0118
N 1.35 -0.68 -0.18  -0.1652
N -1.86 -0.76 -0.33  0.0803
C -1.74 -0.48 0.89  -0.3254
C 1.38 -1.26 -1.50  -0.0288
C -2.07 0.86 1.45  -0.0892
C 1.03 0.60 0.17  -0.5212
C 0.55 1.48 -0.94  0.0043
H 0.37 -1.23 -1.92  0.0799
H -1.20 1.22 2.00  0.0659
H 2.05 -0.72 -2.17  0.0906
H 0.32 2.46 -0.53  0.0907
H 1.73 -2.28 -1.40  0.0969
H -2.89 0.79 2.15  0.0757
H 1.30 1.57 -1.72  0.0849
H -1.25 -1.19 1.64  0.1327
H -1.62 -1.71 -0.58  0.0487
H -0.35 1.07 -1.38  0.0693
H 1.98 -0.82 1.57  0.0973
H -2.29 1.57 0.65  0.0762

Run ii
ORCA calculation (wB97M-V/def2-TZVPD) on C5H12N2O2 as an isolated structure.

Frontier orbital gap, hartree: 0.2979
Spin multiplicity: 1
Highest occupied orbital energy, Eh: -0.2758

Each line ends with the Löwdin charge.
Atoms and positions in Å:
O -1.16 0.38 -2.28  0.0261
O 0.83 0.90 -1.24  0.0216
N -0.93 2.17 0.45  0.0607
N -0.92 0.13 1.70  0.0370
C 0.53 -1.72 0.29  -0.2597
C -1.38 0.88 0.73  -0.3141
C -0.20 0.01 -1.35  -0.4859
C -0.17 -1.27 -0.87  -0.0764
C 1.98 -1.31 0.52  -0.1197
H 0.39 -2.79 0.46  0.0982
H -1.57 2.72 -0.11  0.1024
H -1.01 -1.88 -1.21  0.1201
H -0.21 0.60 2.27  0.0768
H 2.32 -1.66 1.49  0.0652
H -2.28 0.57 0.22  0.1270
H -0.16 -0.97 1.18  0.1075
H 2.64 -1.74 -0.24  0.0707
H -0.71 0.84 -3.00  0.1069
H -0.56 2.69 1.24  0.1061
H 0.48 1.66 -0.73  0.0753
H 2.09 -0.23 0.48  0.0540

Order of stability, best first: run i, run ii

Run i
ORCA calculation (wB97M-V/def2-TZVPD) on an isolated molecule of C2H4IN.

Frontier orbital gap, hartree: 0.3358
Spin multiplicity: 1
Highest occupied orbital energy, Eh: -0.3278
Structure (SMILES): [H]/N=C(/C)I

Each line ends with the Löwdin charge.
Atoms and positions in Å:
I 2.48 -0.16 0.00  0.3448
N -0.01 1.64 0.00  0.1189
C 0.13 0.42 0.07  -0.6159
C -0.61 -0.81 0.02  -0.1610
H -0.21 -1.74 0.55  0.1054
H -0.80 -1.19 -0.96  0.0823
H 0.61 2.41 0.00  0.0531
H -1.60 -0.58 0.31  0.0725

Run ii
ORCA calculation (wB97M-V/def2-TZVPD) on a 2-piece molecular cluster, C2H4IN overall.

Frontier orbital gap (alpha / beta), hartree: 0.3173 / 0.2310
Spin multiplicity: 1
Highest occupied orbital energy (alpha / beta), Eh: -0.3585 / -0.3323

Each line ends with the Löwdin charge.
Atoms and positions in Å:
I -3.29 0.23 0.22  0.0310
N -0.07 -1.40 -0.01  0.0525
C 0.28 1.01 -0.39  0.0066
C 0.49 -0.27 0.23  -0.4041
H 0.52 1.97 0.21  0.0850
H 1.30 -0.37 0.97  0.1010
H 0.51 -2.19 0.29  0.0476
H 0.26 1.00 -1.52  0.0805

Run iii
ORCA calculation (wB97M-V/def2-TZVPD) on an isolated molecule of C2H4IN.

Frontier orbital gap, hartree: 0.3398
Spin multiplicity: 1
Highest occupied orbital energy, Eh: -0.3335
Structure (SMILES): C/C=N/I

Each line ends with the Löwdin charge.
Atoms and positions in Å:
I 4.11 -0.02 0.00  0.6913
N 2.12 -0.08 -0.37  -0.5129
C -0.21 0.31 -0.07  -0.0728
C 1.25 0.34 0.40  -0.4355
H -0.23 0.18 -1.17  0.0927
H -0.57 -0.65 0.38  0.0896
H -0.60 1.07 0.54  0.0385
H 1.32 0.83 1.40  0.1091

Order of stability, best first: run i, run iii, run ii